{
  "formula": "C56H154N14O14",
  "method": "ωB97M-V/def2-TZVPD",
  "symbols": ["C", "C", "C", "O", "C", "N", "H", "H", "H", "H", "H", "H", "H", "H", "H", "H", "H", "C", "C", "C", "O", "C", "N", "H", "H", "H", "H", "H", "H", "H", "H", "H", "H", "H", "C", "C", "C", "O", "C", "N", "H", "H", "H", "H", "H", "H", "H", "H", "H", "H", "H", "C", "C", "C", "O", "C", "N", "H", "H", "H", "H", "H", "H", "H", "H", "H", "H", "H", "C", "C", "C", "O", "C", "N", "H", "H", "H", "H", "H", "H", "H", "H", "H", "H", "H", "C", "C", "C", "O", "C", "N", "H", "H", "H", "H", "H", "H", "H", "H", "H", "H", "H", "C", "C", "C", "O", "C", "N", "H", "H", "H", "H", "H", "H", "H", "H", "H", "H", "H", "C", "C", "C", "O", "C", "N", "H", "H", "H", "H", "H", "H", "H", "H", "H", "H", "H", "C", "C", "C", "O", "C", "N", "H", "H", "H", "H", "H", "H", "H", "H", "H", "H", "H", "C", "C", "C", "O", "C", "N", "H", "H", "H", "H", "H", "H", "H", "H", "H", "H", "H", "C", "C", "C", "O", "C", "N", "H", "H", "H", "H", "H", "H", "H", "H", "H", "H", "H", "C", "C", "C", "O", "C", "N", "H", "H", "H", "H", "H", "H", "H", "H", "H", "H", "H", "C", "C", "C", "O", "C", "N", "H", "H", "H", "H", "H", "H", "H", "H", "H", "H", "H", "C", "C", "C", "O", "C", "N", "H", "H", "H", "H", "H", "H", "H", "H", "H", "H", "H"],
  "xyz": [[4.0456, 9.5767, 1.3309], [3.7855, 8.5766, 0.1624], [2.4370, 7.7616, 0.4159], [2.3683, 7.0576, 1.6319], [3.3300, 6.0472, 1.7490], [3.6379, 9.3406, -1.0643], [4.3373, 9.2336, 2.3236], [3.1903, 10.2452, 1.4290], [4.8366, 10.2572, 1.0158], [4.6451, 7.9163, 0.0481], [2.2215, 7.1495, -0.4599], [1.6648, 8.5021, 0.2077], [3.0445, 5.1373, 2.2768], [4.3372, 6.3286, 2.0563], [3.6943, 5.6370, 0.8071], [3.6768, 8.6542, -1.8042], [2.8254, 9.9166, -1.2323], [-6.9640, -7.8358, -6.5444], [-5.9618, -6.6702, -6.4192], [-5.5009, -6.4900, -4.9424], [-4.8266, -5.2680, -4.6663], [-4.3048, -5.2380, -3.2688], [-4.8121, -6.9706, -7.2831], [-7.1210, -8.2505, -7.5401], [-7.9677, -7.4343, -6.4042], [-6.9833, -8.6838, -5.8599], [-6.2971, -5.6620, -6.6625], [-5.0308, -7.3881, -4.5417], [-6.4265, -6.5376, -4.3687], [-5.0422, -5.7582, -2.6574], [-4.0687, -4.2626, -2.8436], [-3.3949, -5.8268, -3.3854], [-4.1986, -6.1879, -7.1068], [-4.1733, -7.6152, -6.8398], [-3.7369, 7.3245, 3.2671], [-4.2122, 6.3948, 4.3854], [-3.0766, 5.5844, 5.0156], [-2.5000, 4.6986, 4.0445], [-1.3933, 4.0054, 4.3850], [-4.8418, 7.2168, 5.4515], [-2.9838, 6.8698, 2.6235], [-3.1893, 8.1854, 3.6507], [-4.6384, 7.6245, 2.7329], [-4.9143, 5.7090, 3.9113], [-3.4498, 4.9345, 5.8071], [-2.1734, 6.1320, 5.2848], [-1.3384, 3.5620, 5.3792], [-0.5202, 4.6576, 4.3597], [-1.2687, 3.1890, 3.6737], [-4.9775, 8.1733, 5.1571], [-4.1992, 7.4262, 6.2021], [-0.7649, 1.3811, 0.7835], [-0.5553, 0.0408, 1.5230], [0.3757, -1.0710, 0.8946], [-0.3402, -1.6304, -0.1220], [0.4174, -2.3901, -1.0715], [-0.0696, 0.4046, 2.8473], [-1.3399, 1.3063, -0.1395], [0.2591, 1.6475, 0.5216], [-1.2424, 2.0681, 1.4821], [-1.5080, -0.4241, 1.7767], [0.6525, -1.8621, 1.5915], [1.3034, -0.5953, 0.5764], [-0.2160, -2.6025, -1.9328], [0.8002, -3.3133, -0.6365], [1.2947, -1.8121, -1.3617], [0.2519, -0.4329, 3.3114], [-0.8356, 0.7726, 3.3930], [-2.5454, 9.8545, -1.4904], [-2.5864, 8.4271, -1.3549], [-1.5383, 7.8772, -0.3228], [-1.5822, 6.4333, -0.3809], [-0.7932, 5.8305, 0.6916], [-3.9481, 8.0675, -1.0509], [-1.5535, 10.2571, -1.2848], [-3.3833, 10.3458, -0.9959], [-2.5998, 10.1634, -2.5343], [-2.4085, 7.9431, -2.3152], [-1.6108, 8.2031, 0.7148], [-0.6684, 8.3081, -0.8185], [-0.6732, 6.5054, 1.5391], [0.1399, 5.5903, 0.1818], [-1.1963, 4.8566, 0.9692], [-4.3051, 8.5927, -0.2655], [-3.9610, 7.1049, -0.7456], [6.2169, 2.8332, -4.1744], [6.6072, 1.3994, -4.2682], [7.4749, 0.9788, -3.0649], [8.8139, 1.5655, -3.1120], [9.5236, 1.3073, -1.9531], [5.3835, 0.5891, -4.4943], [5.3458, 3.1249, -4.7610], [6.9621, 3.4213, -4.7099], [6.1454, 3.2934, -3.1889], [7.3760, 1.2912, -5.0333], [7.5671, -0.0993, -3.1962], [6.9281, 1.1660, -2.1408], [10.5240, 1.7291, -2.0498], [9.6976, 0.2319, -1.9886], [9.0481, 1.6962, -1.0527], [4.9840, 0.4880, -3.5722], [5.5000, -0.3357, -4.8834], [4.5171, -3.2992, -3.4895], [4.6270, -3.1822, -4.9913], [3.2332, -3.0005, -5.6444], [2.6653, -4.2931, -5.7857], [1.5359, -4.2274, -6.6183], [5.4270, -2.0865, -5.3182], [3.9996, -2.5404, -2.9027], [5.5075, -3.3034, -3.0342], [3.9818, -4.1772, -3.1281], [5.1242, -4.0875, -5.3395], [3.3475, -2.6921, -6.6837], [2.7465, -2.2191, -5.0608], [0.7964, -4.9981, -6.4011], [1.8604, -4.4348, -7.6380], [0.9289, -3.3334, -6.7613], [6.3591, -2.3061, -4.9971], [5.4510, -2.2199, -6.3191], [-4.0218, -0.7148, 3.8558], [-4.1056, 0.7481, 4.3857], [-3.7905, 0.9580, 5.8528], [-3.3074, 2.2530, 6.1868], [-3.0952, 2.4264, 7.5804], [-3.2236, 1.5617, 3.6293], [-4.1645, -0.9028, 2.7916], [-4.7779, -1.3689, 4.2900], [-3.1186, -1.3058, 4.0071], [-5.0702, 1.2426, 4.2707], [-2.9527, 0.2980, 6.0776], [-4.6654, 0.7984, 6.4830], [-3.8353, 1.8587, 8.1443], [-2.9405, 3.4608, 7.8873], [-2.0812, 2.1337, 7.8528], [-3.1647, 2.3268, 4.2861], [-3.7805, 2.0443, 2.9387], [-4.5892, 0.1059, -1.3660], [-5.2909, 0.1142, -2.6986], [-6.7061, -0.4929, -2.4839], [-6.9252, -1.7515, -3.1553], [-6.9990, -2.8762, -2.2772], [-5.2727, 1.4907, -3.2764], [-3.5602, 0.4654, -1.3591], [-4.5116, -0.8266, -0.8070], [-5.0819, 0.7667, -0.6527], [-4.7050, -0.5357, -3.3487], [-7.3817, 0.1623, -3.0337], [-7.0881, -0.5318, -1.4638], [-7.1558, -3.8011, -2.8322], [-7.6420, -2.7942, -1.4010], [-6.0353, -3.1437, -1.8439], [-5.9018, 2.1854, -2.8999], [-4.3383, 1.8700, -3.3319], [3.5360, 1.6963, 2.2496], [4.8586, 1.7486, 3.0254], [5.6871, 2.9573, 2.5441], [6.9787, 3.2338, 3.1685], [7.9341, 2.0920, 3.2130], [4.5259, 1.8684, 4.4063], [2.9331, 2.5990, 2.3481], [2.9391, 0.9333, 2.7493], [3.7828, 1.4239, 1.2234], [5.5284, 0.9134, 2.8206], [5.0390, 3.8338, 2.5386], [5.7738, 2.7647, 1.4748], [7.8610, 1.1854, 3.8136], [8.9023, 2.5559, 3.4012], [8.1998, 1.5671, 2.2953], [3.7957, 2.5662, 4.4008], [5.2824, 2.3933, 4.8213], [5.6664, -3.6755, 0.7617], [4.3463, -3.1045, 1.3842], [3.3319, -4.2518, 1.7547], [2.6032, -4.7567, 0.5862], [1.9293, -6.0712, 0.7457], [4.7969, -2.2398, 2.4126], [5.9818, -4.5769, 1.2872], [6.4060, -2.8821, 0.6537], [5.5709, -3.9351, -0.2926], [3.8556, -2.6039, 0.5495], [2.5521, -3.9023, 2.4314], [3.8498, -4.8683, 2.4894], [2.5487, -6.9557, 0.5972], [1.1449, -6.0750, -0.0112], [1.3681, -5.9652, 1.6741], [3.9396, -1.7306, 2.5738], [4.9877, -2.8105, 3.2238], [0.3416, 0.0582, 6.3813], [1.6908, -0.6913, 6.1893], [1.9409, -1.4980, 4.9137], [0.7469, -2.0005, 4.4003], [0.4087, -3.2071, 4.9351], [2.7898, 0.1978, 6.4345], [-0.5015, -0.4556, 5.9194], [0.3677, 0.9984, 5.8304], [0.1540, 0.2351, 7.4404], [1.6898, -1.4809, 6.9407], [2.7987, -2.1651, 4.9987], [2.2056, -0.7971, 4.1220], [-0.4443, -3.6946, 4.4633], [0.1480, -3.1433, 5.9916], [1.2232, -3.9282, 4.8655], [2.8923, 0.8561, 5.6754], [3.6870, -0.2517, 6.5490], [-2.6676, -8.5452, 2.8269], [-1.2606, -8.1589, 2.4525], [-1.0133, -6.6780, 2.9261], [-1.1292, -5.7718, 1.8809], [-2.4565, -5.3141, 1.4571], [-0.3569, -9.1157, 3.1244], [-2.8269, -8.4571, 3.9016], [-2.7786, -9.5774, 2.4947], [-3.3235, -7.9390, 2.2021], [-1.1058, -8.1825, 1.3738], [-0.0362, -6.5008, 3.3754], [-1.7044, -6.3269, 3.6923], [-2.9844, -6.0373, 0.8355], [-2.1508, -4.6357, 0.6606], [-2.9503, -4.8877, 2.3303], [0.5502, -8.6781, 3.0483], [-0.3153, -9.9434, 2.5471], [-4.6878, -3.6068, -8.0506], [-3.2545, -3.6205, -7.6365], [-2.9796, -2.3910, -6.7406], [-1.6571, -2.4497, -6.0994], [-1.4494, -1.4445, -5.0646], [-3.1418, -4.8415, -6.8480], [-4.7525, -2.8825, -8.8626], [-5.3945, -3.2107, -7.3214], [-5.0360, -4.5690, -8.4261], [-2.6283, -3.4864, -8.5185], [-3.7405, -2.2635, -5.9706], [-3.0926, -1.4896, -7.3429], [-0.4535, -1.5864, -4.6449], [-2.2723, -1.5773, -4.3623], [-1.4070, -0.4125, -5.4129], [-3.7130, -4.6577, -6.0355], [-2.1915, -5.0194, -6.5558]],
  "forces_ev_per_a": [[0.17, 0.42, -0.78], [-1.67, 0.50, 1.71], [1.64, 0.78, -1.09], [-0.39, 0.10, 0.12], [1.47, -0.92, -1.12], [1.02, -0.74, -0.79], [-0.29, -0.60, -0.20], [-0.32, -0.18, 0.16], [0.24, -0.13, -0.14], [-0.05, -0.03, -0.10], [0.55, -0.96, -0.08], [-0.45, 0.24, 1.45], [-0.66, 0.55, 0.51], [-0.17, 0.85, 1.15], [-0.85, -0.06, -0.98], [-0.02, 0.27, -0.49], [-0.25, -0.10, 0.69], [-2.10, 1.01, -0.11], [2.06, -1.53, 0.95], [-1.76, -0.47, 0.40], [0.02, 0.41, 1.26], [-0.34, -1.33, -1.95], [-0.05, 0.43, 0.02], [0.98, 0.16, -0.22], [-0.29, 0.28, 0.41], [0.96, 0.16, 0.30], [-0.71, -0.31, -0.56], [1.03, -0.07, -0.36], [-0.49, 0.53, 0.40], [0.14, 0.06, 0.28], [-0.32, 0.20, -0.72], [0.16, -0.05, 0.76], [0.30, 0.80, -1.07], [-0.46, -1.24, 0.25], [0.50, -0.27, 0.07], [1.24, 1.11, 0.37], [0.94, -1.23, -0.99], [-3.03, 0.52, -1.19], [2.21, -0.54, 0.44], [-0.20, -0.15, 0.18], [-0.47, -0.44, -0.39], [-0.34, 0.26, 0.33], [0.33, 0.29, -0.35], [-0.22, -0.17, 0.47], [-0.06, 0.35, 0.49], [-0.49, 0.99, 0.86], [-0.66, -0.10, 0.31], [0.49, 0.18, -0.26], [0.18, 0.12, -0.02], [-0.52, 0.00, -0.79], [0.43, -0.78, 0.35], [0.69, -1.51, -0.35], [-0.48, -0.59, 1.01], [-0.57, 1.73, 1.12], [-0.78, -0.87, -2.29], [-0.01, 0.44, 0.76], [1.45, 0.18, 0.31], [-0.10, -0.10, 0.05], [-0.06, 0.79, 0.01], [0.18, 0.09, -0.17], [-0.46, -0.38, -1.04], [-0.01, 0.11, 0.71], [0.33, 0.17, -0.38], [0.02, 0.08, 0.11], [-0.11, -0.22, 0.12], [0.09, 0.14, -0.34], [-0.18, -0.03, 0.18], [-0.22, 0.13, 0.04], [0.90, 2.97, -1.41], [-0.57, -2.77, 1.43], [-0.60, -0.67, -2.07], [-0.04, 0.89, 1.30], [0.00, -0.05, -1.87], [-0.90, -0.78, 0.24], [-0.08, 0.30, 0.87], [0.46, 0.23, 0.36], [-0.57, -0.14, -0.23], [0.63, -0.20, 0.08], [-0.32, 0.36, -0.06], [1.05, -0.42, 0.59], [0.08, -0.16, 0.00], [0.57, 0.21, 0.64], [-0.51, 0.28, 0.15], [0.04, 0.26, 0.15], [-0.14, -0.34, -0.11], [0.41, 2.14, -1.00], [0.34, -0.43, 0.21], [0.29, -0.40, -0.68], [-2.49, 0.67, -0.75], [0.94, -0.70, -0.35], [1.09, 1.12, 0.66], [-0.42, -0.62, 0.26], [0.47, 0.21, 0.33], [-0.11, -0.38, 0.24], [-0.63, -0.17, -0.85], [0.26, -0.37, 0.39], [0.30, 0.28, 0.43], [-0.10, 0.38, -0.03], [-0.07, -0.38, 1.07], [-0.10, -0.26, 0.16], [-0.53, -0.22, 0.10], [0.22, -0.08, 0.14], [-0.16, -0.50, 1.44], [-2.17, -1.48, 1.49], [2.03, -1.12, -0.55], [-1.19, 1.06, 1.32], [-0.73, -1.08, -1.60], [1.05, 0.81, -1.42], [-0.17, 0.81, -0.75], [0.24, -0.29, -0.06], [0.24, -0.47, -0.43], [-0.53, -0.53, -0.20], [0.27, 0.83, -0.08], [-0.85, -0.30, -0.01], [0.29, -0.22, 0.47], [0.18, -0.17, -0.33], [0.46, 0.69, 1.01], [0.41, 0.24, 0.08], [0.68, 0.94, -0.59], [-0.98, -0.84, 0.65], [-0.91, -0.69, -0.60], [1.10, -0.88, 1.13], [-0.56, 1.02, -0.31], [1.09, -0.30, -0.22], [1.03, 1.63, -0.34], [-0.24, 1.07, -0.28], [-0.34, 0.14, 0.35], [0.65, 0.80, 0.62], [-0.86, -0.98, -0.17], [-0.15, -0.62, 0.49], [-0.03, -0.63, -0.01], [0.01, 0.37, 0.29], [-1.30, 0.43, -0.51], [0.15, -1.19, -0.05], [1.11, 0.80, -0.20], [0.11, -0.31, -0.84], [0.85, 0.39, 1.69], [0.27, 0.29, 1.12], [-0.62, 0.40, -2.11], [0.05, -0.55, 1.18], [1.32, -0.36, -0.13], [-0.40, -1.09, -0.60], [0.15, 0.13, -0.54], [-0.30, -0.56, -0.46], [-0.34, 0.25, -0.06], [-0.39, -0.01, -0.42], [-0.16, 0.29, 0.11], [0.53, -0.05, 0.23], [-0.85, 0.36, -0.40], [-0.62, 0.33, -0.35], [0.63, 0.57, 0.22], [-0.02, -0.33, 0.37], [-0.04, -0.09, 0.15], [1.02, -0.95, 0.28], [0.66, 1.37, -0.89], [0.09, -0.56, -0.91], [-0.56, -2.49, -0.11], [0.88, 0.96, -0.95], [0.08, 0.31, 1.07], [0.30, 0.28, -0.27], [-0.15, -0.27, -0.41], [-0.63, 0.12, -0.15], [-0.49, -0.66, 0.15], [0.43, 0.49, 0.79], [0.80, 0.01, -0.38], [-1.16, 0.66, 1.17], [-0.23, 0.21, 0.63], [-0.93, 0.62, -1.18], [-0.56, 0.14, 0.38], [0.43, -0.18, 0.64], [-0.95, -0.15, -0.96], [0.93, -2.69, -3.00], [-0.69, 1.06, 0.16], [1.44, -1.36, 0.76], [-0.28, 2.41, -0.06], [-1.49, 0.71, 0.44], [0.46, 0.24, 0.15], [0.17, -0.08, 0.90], [-0.58, -0.55, -0.05], [-0.06, 0.76, 0.29], [-0.36, 0.89, 0.00], [0.39, -1.48, -0.82], [0.33, 0.26, 0.45], [0.19, 0.03, -0.20], [0.29, -0.77, 0.27], [0.08, 0.77, 1.14], [0.13, 0.10, 0.46], [0.54, -0.24, -1.17], [-0.14, -0.99, 0.89], [-0.66, 2.63, -1.04], [-0.12, -0.56, -1.01], [-0.59, -1.93, 1.03], [0.13, 0.59, 0.59], [0.01, -0.39, 0.25], [0.17, 0.31, 0.18], [0.10, 0.04, -0.13], [0.11, 0.16, 0.64], [-0.28, -0.63, 0.24], [0.49, 0.38, 0.03], [-0.10, 0.47, -0.45], [-0.02, 0.14, 0.34], [0.33, -0.15, -0.06], [0.17, 0.03, -0.11], [-0.03, -0.17, -0.05], [0.11, -0.35, -1.21], [0.17, 0.74, 1.53], [-0.42, -0.46, -0.01], [-0.52, 0.75, -1.38], [2.46, -0.45, -0.51], [0.13, 0.98, -0.22], [-0.14, 0.05, -0.19], [-0.43, -0.17, 0.28], [-0.50, 0.03, 0.47], [-0.15, 0.23, -0.20], [0.36, -0.37, -0.19], [-0.40, -0.62, 0.44], [-0.46, -0.63, 0.85], [-0.36, 0.92, 0.55], [-0.46, 0.03, -0.41], [0.54, -0.31, 0.19], [0.04, -0.30, 0.06], [-0.94, 1.31, -1.47], [0.04, 0.54, 1.85], [0.97, 0.49, 0.32], [-0.64, 0.72, -0.42], [-0.36, -0.90, -1.04], [1.53, 0.49, -0.64], [-0.37, -0.01, -0.33], [0.15, -0.31, 0.47], [0.18, 0.04, 0.06], [0.34, -0.87, 0.10], [-0.18, -0.47, 0.35], [0.40, 0.31, -0.20], [-0.23, -0.56, 0.24], [0.25, 0.26, 0.48], [-0.48, 0.06, -0.49], [0.14, -0.28, 0.47], [0.15, 0.15, 0.26]],
  "mulliken_charge": [-1.4310, 0.3593, -0.6046, -0.3324, -0.9468, -0.7126, 0.3195, 0.2935, 0.4095, 0.4017, 0.4083, 0.2803, 0.1072, 0.4493, 0.4696, 0.2819, 0.2316, -1.6931, 0.8392, -1.1583, -0.1677, -1.0566, -0.7520, 0.4184, 0.3973, 0.3195, 0.2033, 0.4754, 0.4604, 0.4318, 0.2003, 0.3690, 0.2847, 0.3428, -1.3139, 0.7843, -0.7962, -0.0393, -0.9717, -0.7543, 0.1039, 0.3464, 0.3822, 0.2325, 0.1530, 0.4430, 0.3022, 0.5685, 0.0406, 0.2893, 0.2455, -1.2548, 1.2390, -0.8036, -0.0768, -0.7254, 0.0103, 0.2519, 0.3157, 0.0820, 0.0048, 0.4828, 0.2339, 0.2059, 0.0543, 0.3958, 0.0231, -0.2938, -1.2454, 0.3368, -0.2531, -0.3979, -0.4483, -0.7551, 0.3443, 0.3306, 0.3073, 0.2469, 0.3473, 0.0719, 0.3337, 0.2402, -0.0031, 0.2142, 0.2870, -1.4160, 0.2882, -0.5266, -0.3575, -0.6488, -0.5434, 0.4262, 0.3328, 0.2635, 0.3764, 0.3102, 0.3224, 0.2655, 0.3186, 0.2008, 0.2264, 0.3089, -1.6908, 0.4129, -0.6317, -0.3612, -0.9439, -0.6082, 0.2457, 0.3884, 0.4968, 0.2894, 0.4493, 0.2413, 0.2643, 0.3958, 0.3872, 0.2717, 0.2302, -1.4782, 0.3871, -0.8200, -0.1483, -0.8380, -0.1205, 0.3227, 0.4485, 0.1283, 0.4234, 0.3427, 0.4263, 0.3769, 0.3003, 0.1839, -0.0271, 0.2232, -1.7018, 1.4029, -0.7845, -0.3530, -0.6579, -0.6488, 0.2539, 0.3964, 0.4163, -0.2943, 0.3600, 0.3694, 0.2350, 0.4079, 0.1652, 0.2117, 0.2337, -0.5133, 0.1900, -0.6123, -0.3922, -0.8178, -0.4978, 0.1182, -0.4644, 0.5886, 0.2396, 0.2011, 0.3925, 0.3383, 0.3698, 0.2606, 0.3190, 0.2740, -1.4302, 0.6571, -0.3614, -0.1899, -0.6135, -0.4199, 0.3383, 0.4642, 0.1993, 0.1454, 0.0262, 0.4222, 0.3395, 0.2834, 0.0385, -0.1114, 0.2893, -1.0675, 0.3087, 0.8363, -0.5214, -1.1345, -0.6773, 0.0931, 0.0748, 0.4575, 0.4310, 0.7488, -1.4761, 0.2613, 0.3968, 0.3868, 0.2359, 0.3217, -1.4214, 0.4424, -1.0060, -0.0080, -0.7521, -0.7380, 0.3248, 0.4285, 0.3232, 0.2131, 0.3793, 0.5441, 0.2640, 0.1006, 0.3682, 0.2665, 0.2927, -1.6095, 0.2373, -0.7501, -0.1380, -0.4745, -0.4168, 0.4876, 0.2991, 0.4259, 0.4499, 0.2506, 0.3925, 0.0494, 0.1733, 0.3624, 0.1596, 0.1873],
  "total_energy_ev": -110078.9305,
  "molar_mass_g_mol": 1247.932,
  "orbital_gap_ev": 8.7855,
  "e_homo_ha": -0.31418,
  "max_force_ev_per_a": 4.14,
  "lumo_ev": 0.24
}